No. 1
# C19H19BeF2N

A structure of composition C19H19BeF2N in a non-equilibrium geometry (ωB97M-V/def2-TZVPD, the Open Molecules 2025 dataset).

```
42
Properties=species:S:1:pos:R:3:forces:R:3:lowdin_charge:R:1
C 0.39915 -0.86474 2.11201 0.077 -0.226 -0.463 -0.14
H 2.10998 1.19099 -0.79871 -0.177 -0.297 -0.308 0.14
C 0.72444 -2.69077 0.67645 -0.170 0.311 0.677 -0.07
H 0.20919 -1.27359 4.18933 0.048 -0.242 -0.120 0.11
H 0.41172 -3.76842 3.88478 0.014 0.133 -0.145 0.11
H 0.55715 2.72936 -1.68893 0.201 -0.280 -0.131 0.09
F -0.34726 4.68597 1.82230 0.055 -1.110 0.289 0.03
N 0.55879 -1.35942 0.85050 0.207 -0.487 0.460 0.11
C 0.66050 -3.58763 1.74099 0.066 0.208 -0.329 -0.05
C 0.35759 -1.71796 3.21210 -0.010 -0.298 0.247 0.01
H 0.87650 -3.05096 -0.34446 -0.008 0.242 0.419 0.12
C 0.39518 -1.43226 -2.40857 -0.521 -0.714 -0.691 -0.15
C -0.76507 1.49321 -2.83910 0.130 0.386 -0.552 -0.18
C 0.04151 1.19057 0.89028 0.979 -0.456 -1.172 -0.02
C -0.19045 3.32251 1.95018 -0.258 0.306 -0.826 -0.23
C 1.33127 -0.60966 -1.57457 2.352 0.968 -2.525 -0.15
C 0.47217 -3.09327 3.03501 0.002 0.379 -0.398 -0.04
H 0.26031 -1.00620 -3.41539 0.029 0.049 0.327 0.12
H -0.42647 3.03730 -0.16347 0.111 -0.081 0.363 0.10
C 0.20302 1.41790 3.28290 0.180 -0.470 -0.060 -0.18
H -2.07033 -0.41038 -0.18074 -0.049 -0.103 -0.357 0.11
H -1.24128 2.45275 -3.11134 0.295 -0.285 0.072 0.11
C -1.35187 -0.27833 -0.99847 1.828 -2.579 0.483 -0.27
H 2.26372 -1.10807 -1.29429 -0.484 0.167 0.651 0.14
C 0.01720 2.79079 3.21748 0.020 -0.200 -0.061 0.05
Be 0.29386 -0.13108 -0.37015 -4.985 0.138 5.811 -0.09
H -1.73322 -1.86998 -2.48837 0.004 -0.064 -0.101 0.10
H -0.97435 -2.44831 -1.02949 0.044 0.169 -0.097 0.08
C -1.76614 0.68763 -2.00209 -2.538 0.648 -1.542 -0.24
H -2.31978 0.13128 -2.79348 0.036 0.047 0.116 0.10
C -0.99258 -1.59880 -1.72124 -0.552 -0.132 0.014 -0.20
C 0.21324 0.58891 2.13547 0.007 0.651 1.185 -0.09
F 0.46632 0.87453 4.52048 -0.290 0.393 -0.692 0.03
C -0.21769 2.54510 0.78542 -0.052 0.883 0.942 0.00
H 0.03596 3.41666 4.10513 0.031 -0.171 -0.179 0.13
H -0.62216 0.97790 -3.80503 -0.038 0.114 0.383 0.10
H 1.30200 2.04159 -3.09955 0.003 -0.421 0.470 0.13
H 0.73978 -4.65068 1.52592 0.048 0.217 0.167 0.11
H -2.63814 1.24233 -1.60415 0.875 0.726 0.006 0.12
C 1.27688 0.76005 -1.37116 3.611 0.510 -2.746 -0.14
H 0.85257 -2.41982 -2.57639 -0.062 0.226 0.017 0.11
C 0.62675 1.79304 -2.25761 -1.058 0.746 0.397 -0.15
```
Forces are in eV/Å.

As for the charge: 0.


No. 2
# C21H15I

A structure of composition C21H15I in a non-equilibrium geometry (ωB97M-V/def2-TZVPD, the Open Molecules 2025 dataset).

```
37
Properties=species:S:1:pos:R:3:forces:R:3:lowdin_charge:R:1
H 1.80010 4.93155 -0.72901 0.507 -1.379 0.933 0.12
H 3.31859 -1.40194 3.36270 -0.083 0.164 0.089 0.10
C -0.97052 0.71088 1.19672 3.680 -2.657 0.529 -0.16
C -0.08682 1.89773 0.75659 -3.076 -3.030 1.015 -0.21
C -0.85687 -0.75964 -2.87175 -0.560 1.152 0.375 -0.08
C -1.83736 -0.79057 -0.72929 -2.730 1.849 -0.767 -0.23
H 0.00449 -2.87833 0.17430 -0.849 0.210 -0.498 0.11
C 2.95727 -2.49834 1.57906 0.306 1.094 2.679 -0.10
H 0.99932 -0.29054 3.50132 0.569 -1.110 -1.214 0.15
H 3.02758 3.10776 0.49962 1.503 -0.442 0.819 0.09
C -3.02022 -1.33297 -1.29281 0.686 0.185 -0.053 -0.06
C -0.01956 3.93447 -0.46796 1.212 -1.311 1.069 -0.05
I -3.84791 0.63084 1.29397 -0.378 -0.858 0.184 0.83
H -0.59222 4.65132 -0.99042 -0.034 0.935 -0.659 0.09
C -1.97396 -1.40007 -3.40260 2.683 -0.463 -2.032 -0.11
C -3.04277 -1.70178 -2.64838 -0.345 0.050 1.426 -0.09
H -3.92930 -1.28493 -0.68934 0.334 -0.717 -0.134 0.04
C -1.92596 -0.29053 0.68428 1.354 0.889 0.957 -0.59
H -0.05345 -0.45142 -3.46060 1.115 0.121 -1.330 0.09
H -1.84508 2.90146 -0.02462 1.037 -0.394 0.020 0.12
H -3.79937 -2.24901 -3.14903 -1.167 -0.185 0.131 0.10
C 1.24918 1.92433 0.92409 2.714 0.653 0.308 -0.03
C 0.71900 -2.41422 0.80838 0.753 -0.636 -0.350 0.00
H -1.85327 -1.74422 -4.45808 -0.523 0.347 0.921 0.12
C 0.42394 -1.35830 1.66429 0.683 -1.526 1.429 -0.24
H 2.36254 -3.73288 0.15681 -0.331 -1.600 -1.730 0.09
C -0.83300 -0.28071 -1.58699 0.056 -1.946 2.239 -0.01
C 1.39426 4.00104 -0.23829 -3.131 2.566 -1.415 -0.07
C 2.00348 -2.97235 0.75539 -1.023 1.404 0.565 -0.08
C -0.73657 -0.58130 1.65987 -4.013 4.905 -3.334 -0.02
H 3.95511 -2.90843 1.64043 0.060 -0.017 -0.301 0.10
C 2.56827 -1.61934 2.61150 0.365 0.538 0.369 -0.07
H -0.00453 0.23208 -1.05810 -0.367 -0.257 -1.103 0.13
C 1.30231 -1.02937 2.69235 1.603 0.084 0.411 -0.04
C 1.98288 3.04952 0.53966 -0.623 -0.122 -1.593 -0.08
C -0.73305 2.87240 0.06098 -1.508 2.131 -0.643 -0.06
H 1.89346 1.12581 1.23496 -0.478 -0.625 0.689 0.11
```
Forces are in eV/Å.

The calculation puts the energy above the lowest of the compared OMol25 structures with the same formula, charge and spin at 214.7 kJ/mol. As for the charge: 0.


No. 3
# C4H7NS2

An isolated molecule of C4H7NS2 in a non-equilibrium geometry (ωB97M-V/def2-TZVPD, the Open Molecules 2025 dataset).

```
14
Properties=species:S:1:pos:R:3:forces:R:3:lowdin_charge:R:1
H 0.29651 0.51564 2.13721 0.925 0.143 1.001 0.11
C 0.30386 0.46009 1.07822 -2.536 -1.117 -1.345 -0.19
S 2.08706 0.93383 -0.73140 -1.111 1.552 0.973 0.83
H 0.78817 -2.09624 1.05088 0.365 -0.087 -0.620 0.08
H 2.95060 0.40642 -1.52093 1.054 -1.478 -0.801 -0.17
C 1.32809 -0.30006 0.28724 0.457 1.160 -1.109 -0.68
N -0.84419 0.78875 0.60818 2.536 1.433 4.720 -0.04
C -1.35910 0.73080 -0.60227 -2.424 -1.731 -3.404 -0.58
H 2.07566 -2.26874 -0.32832 -0.581 0.915 0.435 0.08
C 1.40980 -1.61336 0.27654 0.060 -1.326 0.805 -0.01
H -0.98820 -0.10965 -1.18401 -0.045 -0.374 -0.339 0.07
H -3.48860 0.46163 0.71049 0.097 -0.049 2.509 -0.23
H -1.30014 1.57888 -1.25164 0.518 0.930 0.112 0.07
S -3.25952 0.51201 -0.53020 0.685 0.028 -2.938 0.68
```
Forces are in eV/Å.

The calculation puts the energy above the lowest of the compared OMol25 structures with the same formula, charge and spin at 246.0 kJ/mol. As for the structure (SMILES): C=C(S)/C=N\CS. As for the charge: 0.


No. 4
# C38H33P3ReS6Sb

A structure of composition C38H33P3ReS6Sb (ωB97M-V/def2-TZVPD, the Open Molecules 2025 dataset).

```
82
Properties=species:S:1:pos:R:3:forces:R:3:lowdin_charge:R:1
C -4.36135 -0.43881 1.60616 0.006 -0.019 0.006 -0.07
C 4.57318 -3.28218 -2.79917 0.008 -0.003 -0.004 -0.04
H -0.80990 0.68993 2.66302 -0.001 0.013 -0.005 0.07
P 1.96743 -1.34258 -0.40491 -0.043 -0.039 -0.085 0.65
H 6.04611 -0.93017 2.26355 -0.004 0.003 0.000 0.12
H -5.03892 -0.04724 0.85900 0.004 0.000 0.013 0.10
C 2.99167 -1.78399 -1.78627 0.003 -0.018 -0.048 -0.36
P 0.65095 1.49165 0.24316 -0.033 0.071 -0.044 0.64
H 1.90795 2.04601 -2.29603 0.000 0.002 -0.009 0.07
H 1.22199 -2.04491 2.30393 0.006 0.005 0.002 0.09
C 1.51258 5.37541 -0.36442 0.004 0.006 0.002 -0.05
H 2.52136 -2.10027 4.39825 0.001 -0.003 -0.004 0.12
H 3.76035 2.09073 3.95650 -0.005 0.004 0.002 0.12
C 2.27745 -1.79909 2.29390 0.003 -0.008 -0.016 -0.09
C 2.76390 1.78269 3.66926 0.020 -0.016 -0.001 -0.05
H -2.01535 -1.88972 4.31163 -0.003 0.000 -0.002 0.11
C 3.62827 -1.46899 -4.08140 -0.004 -0.004 -0.014 -0.05
H -5.66944 1.91332 -2.51542 0.002 0.004 0.000 0.11
H 4.92770 -1.54956 4.37560 -0.002 0.003 -0.004 0.12
C 2.38035 1.84623 2.34110 0.000 0.019 -0.009 -0.08
H 2.16156 1.31233 5.67150 -0.002 0.000 -0.003 0.12
C -3.01279 -3.46028 -0.59667 -0.018 -0.010 -0.027 -0.24
C -4.56229 -0.12588 2.94447 -0.004 -0.004 -0.004 -0.05
H 3.07439 2.21637 1.59512 -0.003 -0.002 0.007 0.12
C -2.45217 -1.77701 2.21949 0.010 -0.023 -0.007 -0.12
C 1.86354 1.34124 4.63143 0.005 -0.005 0.014 -0.05
C 2.88043 -1.07659 -2.98364 -0.025 0.019 0.025 -0.08
P -2.94810 -1.65304 -0.49357 0.145 0.028 0.039 0.82
Re -0.79195 -0.62922 -1.24043 -0.164 -0.169 0.010 0.40
H 1.39647 6.30948 0.16811 -0.001 -0.002 -0.002 0.12
H 4.77074 -0.88887 0.15635 -0.004 -0.002 0.007 0.12
H -3.88351 -0.40059 4.95807 -0.004 -0.001 -0.004 0.12
C -4.47684 0.35088 -1.66890 0.010 -0.015 0.000 -0.15
Sb -2.27960 2.44695 -4.22985 0.052 0.050 0.062 0.61
C 1.81412 2.97889 -1.75627 0.001 -0.007 0.014 -0.10
S -1.40400 1.19255 0.03928 -0.060 0.080 0.009 0.42
C -3.30307 -1.26400 1.23837 -0.027 0.021 -0.008 -0.39
C 0.58322 0.94781 4.26902 -0.007 0.012 -0.007 -0.06
C 3.00581 -1.82827 3.47015 -0.019 0.003 -0.003 -0.06
C 2.91383 -1.46650 1.09636 0.003 0.020 0.072 -0.35
H -3.79355 1.04673 -1.19657 0.014 0.019 0.009 0.05
C -6.42244 -0.03315 -3.02518 -0.009 0.012 -0.009 -0.05
C 4.27394 -1.14456 1.08424 -0.022 -0.008 -0.040 -0.07
S -1.13672 -0.77355 -3.44995 0.108 0.063 0.176 0.06
C 4.99104 -1.16823 2.26880 0.012 -0.005 0.009 -0.05
C 1.27253 2.99002 -0.47286 0.020 0.043 0.044 -0.38
C 0.19135 0.99584 2.93987 0.022 -0.010 -0.022 -0.09
H -2.83692 -3.77563 -1.62555 0.002 -0.029 0.013 0.06
C 0.98267 0.06655 -0.70684 -0.023 -0.131 -0.086 -0.74
C 4.46911 -2.56920 -3.98833 0.014 -0.001 -0.008 -0.04
H 3.92111 -3.44753 -0.76668 0.005 0.002 -0.010 0.12
H -5.39035 0.51033 3.22645 0.001 -0.001 -0.001 0.12
C -4.31138 -1.02717 -1.50480 0.003 0.008 0.017 -0.38
C -5.20990 -1.89947 -2.11408 0.020 -0.017 -0.011 -0.07
H 2.37597 6.29340 -2.09786 -0.001 -0.003 0.002 0.12
H -0.11800 0.61662 5.02364 -0.001 -0.003 -0.001 0.11
C -2.66387 -1.47054 3.55292 -0.009 -0.001 0.012 -0.08
C 1.09030 1.45316 1.97535 -0.015 0.022 0.028 -0.35
C 3.83741 -2.89391 -1.69458 -0.012 0.013 0.049 -0.07
H -5.10665 -2.97022 -2.00492 -0.009 0.009 -0.005 0.10
H 5.04879 -2.87576 -4.84885 0.001 0.000 0.004 0.12
H -6.95042 -2.08523 -3.34667 0.003 -0.002 0.004 0.12
H -7.24583 0.35118 -3.61215 0.001 0.003 0.004 0.12
S -0.28740 0.99366 -4.14272 0.030 0.026 -0.035 -0.09
C 2.06355 5.36317 -1.64170 0.004 0.017 -0.005 -0.04
S 0.19717 -2.49048 -0.37075 0.038 -0.028 -0.026 0.47
H 2.65201 4.17067 -3.32560 -0.001 0.000 0.003 0.12
H -2.23639 -3.88792 0.03659 0.009 0.020 0.003 0.02
C 2.22092 4.17077 -2.33365 0.002 -0.009 -0.017 -0.07
H 0.70208 4.19411 1.22840 0.004 0.005 0.004 0.12
H -3.97567 -3.83227 -0.24823 -0.012 0.015 0.000 0.07
H -1.62801 -2.42882 1.94950 -0.010 0.013 -0.006 0.07
H 3.55193 -0.92065 -5.01060 0.004 0.004 0.006 0.12
C -6.25843 -1.40037 -2.87572 0.001 -0.011 -0.010 -0.05
H 5.22997 -4.13881 -2.73512 -0.004 0.000 -0.001 0.12
C 4.35916 -1.51567 3.45534 0.019 0.002 0.006 -0.04
S -1.62487 3.89844 -2.43842 -0.053 -0.041 -0.007 -0.10
C -3.71616 -0.63790 3.91577 0.000 0.002 0.008 -0.05
S -0.90515 4.38163 -4.36783 -0.006 0.011 -0.050 -0.04
C 1.12227 4.18905 0.22962 -0.008 -0.027 -0.019 -0.08
H 2.21148 -0.22713 -3.05079 0.004 -0.001 -0.002 0.05
C -5.53273 0.84409 -2.41535 0.005 0.004 -0.008 -0.08
```
Forces are in eV/Å.

The calculation puts the energy above the lowest of the compared OMol25 structures with the same formula, charge and spin at 0.0 kJ/mol. As for the charge: +2.


No. 5
# C5H11N2

The ion C5H11N2 with charge +1 in a non-equilibrium geometry (ωB97M-V/def2-TZVPD, the Open Molecules 2025 dataset).

```
18
Properties=species:S:1:pos:R:3:forces:R:3:lowdin_charge:R:1
H 0.45367 1.79874 0.65713 1.150 -1.183 0.199 0.17
H 2.13940 0.66059 -2.05390 1.736 0.273 0.437 0.06
N 0.81487 1.05636 1.30299 0.227 3.000 5.440 0.11
C -0.42548 0.29199 1.83541 0.112 -0.950 0.327 -0.14
H -2.30070 -0.46763 0.81941 0.577 0.566 0.258 0.14
C 1.23614 0.15491 -1.88738 -1.329 -0.395 -0.999 0.05
H -1.65046 -2.06342 -1.02071 -0.061 -0.083 0.114 0.07
H -1.68904 1.13539 0.14959 -0.262 0.038 1.247 0.13
N 0.79062 0.02869 -0.68237 1.609 1.135 -3.810 -0.09
H -0.14171 -2.10305 -1.90785 1.174 0.268 -0.179 0.07
C -1.43078 0.20212 0.68890 3.084 -1.895 -3.570 -0.07
H 0.84494 -0.11595 -2.97326 -0.474 0.256 2.623 0.15
H 1.46883 1.59824 2.05096 -2.294 -1.584 -1.571 0.23
H -1.03240 0.66216 2.62877 0.724 1.190 1.226 0.11
H 1.36023 0.26702 0.91984 0.040 1.418 -0.998 0.12
H 0.04136 -0.68764 2.18363 -1.139 1.012 -0.672 0.16
C -0.68656 -1.58006 -1.15979 -3.427 0.450 1.731 0.08
C -0.48207 -0.44893 -0.44345 -1.448 -3.515 -1.801 -0.35
```
Forces are in eV/Å.

The calculation puts the energy above the lowest of the compared OMol25 structures with the same formula, charge and spin at 375.9 kJ/mol. As for the structure (SMILES): C=NC(=C)CC[NH3+]. As for the charge: +1.


No. 6
# C4H6O2S

An isolated molecule of C4H6O2S in a non-equilibrium geometry (ωB97M-V/def2-TZVPD, the Open Molecules 2025 dataset).

```
13
Properties=species:S:1:pos:R:3:forces:R:3:lowdin_charge:R:1
H 0.15850 -0.00600 1.30550 0.212 0.449 0.583 0.12
O 1.91105 -1.05219 0.06587 0.526 -0.338 0.248 0.01
C 0.80454 -0.94722 -0.66587 0.356 0.546 -1.247 -0.93
S 0.11569 -2.16727 -1.43342 -0.542 -0.992 -0.352 0.76
C -1.71815 0.46762 0.70399 1.461 1.879 -1.550 -0.27
C 0.32377 0.46285 -0.71055 0.152 1.065 -0.570 -0.23
H 2.23838 -1.97971 0.05119 -0.473 0.593 -0.055 0.12
O -2.21333 0.14639 1.72603 -1.601 -0.547 0.493 0.10
H 1.12752 1.18841 -0.92031 -0.063 -0.631 -0.067 0.13
C -0.24508 0.74537 0.62634 1.229 -0.702 1.872 -0.19
H -0.53611 0.75233 -1.32456 0.629 -0.954 -1.123 0.10
H -2.13740 0.68235 -0.34464 -0.941 -0.643 1.179 0.14
H 0.17062 1.70708 0.92044 -0.943 0.276 0.589 0.14
```
Forces are in eV/Å.

The calculation puts the energy above the lowest of the compared OMol25 structures with the same formula, charge and spin at 113.1 kJ/mol. As for the structure (SMILES): O=CCCC(O)=S. As for the charge: 0.


No. 7
# C4H2O2

An isolated molecule of C4H2O2 (ωB97M-V/def2-TZVPD, the Open Molecules 2025 dataset).

```
8
Properties=species:S:1:pos:R:3:forces:R:3:lowdin_charge:R:1
O -1.29051 -1.50461 -0.43303 -0.070 0.583 0.235 0.10
H 3.14144 -0.47678 -0.39102 -0.189 0.047 0.035 0.05
H -2.47885 0.00509 0.25428 0.077 -0.066 -0.034 0.13
C -1.48082 -0.39708 -0.00597 -0.057 -0.482 -0.187 -0.17
C 0.99506 0.18164 -0.03111 0.620 -0.084 -0.042 -0.02
C 2.13224 -0.16845 -0.21850 -0.522 0.130 0.051 0.17
O -0.65586 1.73681 0.60062 0.140 -0.511 -0.165 0.12
C -0.36270 0.62337 0.22473 -0.001 0.383 0.107 -0.38
```
Forces are in eV/Å.

The calculation puts the energy above the lowest of the compared OMol25 structures with the same formula, charge and spin at 27.1 kJ/mol. As for the structure (SMILES): C#CC(=O)C=O. As for the charge: 0.


Number 1: E -1004.56578 a.u.. Number 2: E -1106.74933 a.u.. Number 3: E -1007.64056 a.u.. Number 4: E -5199.21179 a.u.. Number 5: E -306.24032 a.u.. Number 6: E -704.63645 a.u.. Number 7: E -303.99949 a.u..